Formula: C17H14N2O3S
Source: the Open Molecules 2025 dataset
Level of theory: ωB97M-V/def2-TZVPD

```
37
Properties=species:S:1:pos:R:3:forces:R:3
N 4.791 2.104 1.261 0.1 0.1 0.3
C 4.516 1.753 -0.021 0.1 0.1 0.1
O 5.089 2.274 -0.957 0.0 0.1 -0.2
C 3.472 0.706 -0.203 -0.2 -0.2 -0.2
C 3.100 -0.202 0.786 0.0 0.2 -0.2
C 2.131 -1.154 0.541 0.0 -0.1 0.0
C 1.502 -1.213 -0.701 0.6 0.5 0.4
N 0.528 -2.174 -0.941 -0.8 -0.8 0.3
S -0.683 -2.549 0.171 0.0 0.2 -0.6
O -1.565 -3.422 -0.538 0.0 0.2 -0.2
O -0.084 -2.992 1.391 0.1 0.4 0.0
C -1.465 -0.960 0.412 0.1 -0.7 -0.2
C -0.968 -0.094 1.392 0.1 0.3 0.3
C -1.517 1.152 1.522 0.1 -0.2 0.0
C -2.577 1.566 0.685 -0.1 -0.2 -0.2
C -3.164 2.844 0.801 -0.2 0.1 -0.1
C -4.198 3.214 -0.014 0.2 0.1 0.2
C -4.693 2.326 -0.983 0.0 -0.3 -0.2
C -4.146 1.082 -1.124 -0.1 0.1 -0.1
C -3.078 0.670 -0.299 0.2 0.2 0.3
C -2.486 -0.604 -0.418 0.0 -0.1 0.0
C 1.885 -0.320 -1.702 -0.1 -0.2 0.1
C 2.863 0.619 -1.453 0.2 0.1 0.2
H 4.270 1.756 2.044 0.0 0.0 -0.1
H 5.478 2.822 1.417 0.0 0.0 0.0
H 3.590 -0.203 1.749 0.0 0.0 0.1
H 1.854 -1.870 1.297 0.1 0.0 0.1
H 0.173 -2.204 -1.884 -0.1 -0.1 -0.1
H -0.173 -0.440 2.031 0.1 0.1 0.1
H -1.150 1.837 2.271 0.1 0.0 0.1
H -2.782 3.524 1.548 0.0 0.1 0.1
H -4.642 4.193 0.082 0.0 0.1 0.0
H -5.512 2.637 -1.615 -0.1 0.0 -0.1
H -4.522 0.393 -1.865 -0.1 -0.1 -0.1
H -2.844 -1.312 -1.150 -0.1 0.0 -0.1
H 1.416 -0.375 -2.674 -0.1 0.0 -0.1
H 3.174 1.310 -2.221 0.0 0.0 -0.1
```
Forces are in eV/Å.

Orbital gap   8.612 eV
LUMO energy   -0.0043 Eh
SMILES   NC(=O)c1ccc(NS(=O)(=O)c2ccc3ccccc3c2)cc1
HOMO energy   -8.73 eV



Formula: H17O8
Source: the Open Molecules 2025 dataset
Level of theory: ωB97M-V/def2-TZVPD

```
25
Properties=species:S:1:pos:R:3:forces:R:3
O -0.484 -0.110 -0.380 4.2 0.1 -0.5
H 0.563 -0.074 -0.121 -2.8 -0.9 -0.4
H -0.914 0.674 -0.080 -1.3 2.1 0.5
H -1.020 -0.892 -0.258 -0.1 -1.9 0.3
O -3.626 -0.134 -0.612 0.0 -5.8 -3.1
H -4.410 -0.773 -0.610 1.6 1.9 0.3
H -3.765 0.593 -0.126 -1.5 3.9 2.9
O -0.973 -2.830 -0.444 -2.9 1.2 -0.5
H -0.309 -3.416 -0.216 2.7 -1.5 0.8
H -1.757 -3.407 -0.376 0.2 0.7 -0.2
O 1.903 -1.796 0.462 -1.2 1.4 5.2
H 2.228 -1.388 1.391 -1.1 -1.7 -3.2
H 2.601 -1.590 -0.105 2.2 0.5 -2.0
O 1.965 1.297 -0.140 -1.5 -0.2 -1.4
H 1.857 2.031 -0.770 0.3 -0.1 0.4
H 2.503 1.574 0.575 1.0 0.6 1.0
O -0.450 0.993 2.530 2.0 0.1 -0.2
H 0.561 0.973 2.618 -2.4 0.4 0.2
H -0.773 1.865 2.819 0.5 -0.5 0.1
O 3.071 -0.667 -1.815 -0.9 0.4 0.0
H 2.630 0.100 -1.359 0.6 -1.1 -0.9
H 2.454 -1.032 -2.489 0.6 0.5 0.7
O -1.354 2.364 -0.181 3.4 -3.0 2.1
H -1.965 2.921 -0.555 -1.7 2.6 -1.2
H -0.540 2.731 0.241 -1.7 0.4 -0.7
```
Forces are in eV/Å.

Orbital gap   10.981 eV
Charge   +1
LUMO energy   -0.1306 Eh
HOMO energy   -14.53 eV



Formula: C22H29N3O7S2
Source: the Open Molecules 2025 dataset
Level of theory: ωB97M-V/def2-TZVPD

```
63
Properties=species:S:1:pos:R:3:forces:R:3
C 5.258 0.568 -2.555 -0.2 -0.1 0.3
C 4.260 0.993 -1.488 0.0 0.3 -0.5
O 4.149 0.017 -0.446 0.2 0.1 0.3
C 3.401 -1.051 -0.686 0.1 -0.6 0.4
O 2.885 -1.311 -1.742 0.0 0.1 -0.2
C 3.289 -1.907 0.574 0.1 0.0 -0.3
C 2.725 -3.293 0.249 -0.1 0.2 -0.1
C 1.242 -3.208 -0.096 0.0 -0.4 -0.6
N 0.492 -2.561 0.967 0.2 0.1 0.2
C -0.813 -2.252 0.878 -0.2 -0.2 0.0
O -1.424 -1.664 1.756 -0.2 0.1 0.1
C -1.519 -2.672 -0.418 -0.1 0.0 0.1
N -2.740 -1.908 -0.579 0.4 -0.2 -0.1
C -3.917 -2.533 -0.271 -0.5 0.0 0.0
O -3.985 -3.726 -0.079 -0.1 -0.1 0.1
C -5.124 -1.630 -0.174 -0.1 0.2 -0.2
S -5.268 -0.593 -1.654 0.1 -0.2 0.0
C -3.684 0.155 -1.507 -0.1 -0.2 0.1
C -3.498 1.453 -1.971 0.2 0.0 0.1
C -2.284 2.096 -1.808 0.0 0.1 -0.1
C -1.263 1.412 -1.178 0.5 0.1 0.1
S 0.272 2.202 -0.705 0.1 0.3 0.3
O 1.237 1.168 -0.454 -0.3 -0.1 0.0
O 0.593 3.240 -1.637 -0.4 0.1 -0.1
N -0.009 2.932 0.755 0.3 -0.4 -0.9
C -0.243 2.101 1.914 -0.3 -0.4 0.4
C -1.737 1.990 2.230 0.2 -0.2 0.0
O -2.326 3.267 2.344 0.0 0.2 0.2
C -2.186 4.006 1.150 0.1 0.1 -0.2
C -0.709 4.196 0.788 -0.5 0.4 -0.1
C -1.411 0.103 -0.776 0.0 -0.2 0.0
C -2.624 -0.563 -0.926 -0.1 0.7 -0.2
C 1.262 -2.061 2.088 0.1 0.3 0.4
C 2.386 -1.159 1.582 -0.1 -0.1 0.2
H 4.909 -0.331 -3.056 0.0 0.0 -0.1
H 6.229 0.371 -2.107 0.1 0.0 0.0
H 5.360 1.362 -3.289 0.0 0.1 -0.1
H 4.586 1.901 -0.980 -0.1 -0.1 0.0
H 3.267 1.152 -1.919 0.2 0.0 0.1
H 4.298 -2.010 0.981 -0.1 0.0 0.0
H 3.248 -3.702 -0.617 0.0 -0.1 0.0
H 2.888 -3.966 1.091 0.0 0.0 0.0
H 0.841 -4.213 -0.269 0.1 0.1 0.0
H 1.162 -2.631 -1.023 0.0 -0.2 0.1
H -1.812 -3.724 -0.345 0.1 0.1 -0.1
H -0.886 -2.527 -1.294 0.0 -0.1 0.1
H -5.037 -0.978 0.698 0.0 -0.1 0.0
H -6.026 -2.233 -0.100 0.1 0.0 0.0
H -4.328 1.951 -2.447 -0.1 0.1 0.0
H -2.123 3.103 -2.158 0.0 0.1 -0.1
H 0.184 1.120 1.715 0.0 -0.1 0.2
H 0.276 2.555 2.766 0.0 -0.1 -0.1
H -1.889 1.495 3.190 0.0 -0.1 -0.1
H -2.246 1.410 1.446 0.0 0.0 0.1
H -2.662 4.970 1.335 0.0 0.0 -0.1
H -2.712 3.490 0.332 0.0 0.1 0.1
H -0.592 4.656 -0.192 -0.1 0.2 0.1
H -0.230 4.828 1.545 0.0 0.0 -0.1
H -0.551 -0.366 -0.334 0.1 -0.1 0.0
H 1.663 -2.900 2.665 -0.1 0.1 0.0
H 0.575 -1.501 2.726 0.1 -0.2 0.0
H 1.951 -0.289 1.087 0.0 0.0 0.2
H 2.971 -0.801 2.428 0.0 0.1 0.0
```
Forces are in eV/Å.

Orbital gap   8.955 eV
LUMO energy   0.0119 Eh
SMILES   CCOC(=O)C1CCN(C(=O)CN2C(=O)CSc3ccc(S(=O)(=O)N4CCOCC4)cc32)CC1
HOMO energy   -8.63 eV



Formula: C9H14O
Source: the Open Molecules 2025 dataset
Level of theory: ωB97M-V/def2-TZVPD

```
24
Properties=species:S:1:pos:R:3:forces:R:3
C -0.149 0.440 2.002 0.5 0.0 -1.0
C -0.424 0.871 0.575 -1.2 0.4 0.3
C 0.587 1.268 -0.288 0.2 -0.5 1.0
C 0.363 1.863 -1.519 0.2 0.2 0.8
C -0.958 1.999 -1.951 0.4 0.4 -0.2
O -1.314 2.394 -3.218 0.4 0.8 0.0
C -1.965 1.743 -1.057 -0.8 -1.3 0.8
C -1.738 1.122 0.174 0.8 0.6 -0.4
H 0.404 -0.492 1.977 -0.2 -0.3 0.3
H -1.097 0.349 2.523 0.2 -0.1 0.3
H 0.528 1.155 2.477 -0.3 0.1 0.2
H 1.564 1.068 0.151 0.3 0.6 -0.6
H 1.216 2.407 -1.904 -0.1 -0.4 -0.9
H -0.695 3.072 -3.538 -0.2 -0.4 0.1
H -2.999 1.919 -1.269 -0.3 0.3 -0.7
H -2.587 0.951 0.826 0.1 -0.1 0.0
C 1.687 -2.306 0.749 1.4 -0.4 0.5
C 0.569 -3.218 0.273 -0.4 0.5 -0.8
H 1.863 -1.371 0.238 -0.3 0.1 -0.6
H 1.704 -2.021 1.798 -0.7 -0.2 0.2
H 2.626 -2.858 0.692 0.2 0.0 -0.3
H -0.069 -3.542 1.086 -0.1 -0.3 0.0
H 0.942 -4.061 -0.310 0.2 -0.3 0.5
H -0.060 -2.750 -0.487 -0.2 0.4 0.3
```
Forces are in eV/Å.

Orbital gap   9.376 eV
LUMO energy   0.0324 Eh
SMILES   Cc1ccc(O)cc1.CC
HOMO energy   -8.49 eV



Formula: C3H8NO
Source: the Open Molecules 2025 dataset
Level of theory: ωB97M-V/def2-TZVPD

```
13
Properties=species:S:1:pos:R:3:forces:R:3
C -0.275 2.576 0.590 -1.5 -2.4 -0.1
C 0.617 -2.188 -0.746 2.7 -1.2 -0.3
C 0.001 1.257 0.604 3.8 4.3 -0.3
N 0.408 -0.829 -0.979 -0.5 -0.4 -0.2
O -0.666 -0.829 -2.073 -0.1 3.5 0.4
H -1.251 2.993 0.645 -1.1 -0.1 0.5
H 0.387 3.319 0.376 2.3 1.6 -0.8
H -0.780 0.205 -2.040 0.0 -3.1 -0.4
H 1.546 -2.234 -0.084 -0.9 0.1 -0.3
H -0.110 -2.890 -0.213 -0.1 0.6 -0.6
H 1.060 -2.758 -1.701 -1.1 0.3 1.1
H 1.075 1.025 0.435 -1.2 -0.4 0.2
H -0.644 0.585 0.960 -2.3 -2.8 0.7
```
Forces are in eV/Å.

Orbital gap   5.154 eV
Charge   -1
LUMO energy   0.1554 Eh
HOMO energy   -0.92 eV



Formula: C32H29BrN9O5V
Source: the Open Molecules 2025 dataset
Level of theory: ωB97M-V/def2-TZVPD

```
77
Properties=species:S:1:pos:R:3:forces:R:3
V 0.026 0.007 0.280 0.0 -0.3 0.1
O 4.946 -1.925 -0.055 0.1 0.0 -0.1
C 4.508 -2.016 -1.344 0.0 -0.1 0.1
C 5.346 -2.579 -2.296 0.0 0.0 0.0
C 4.896 -2.723 -3.600 0.0 0.0 0.0
C 3.613 -2.325 -3.952 0.0 0.0 0.0
C 2.789 -1.744 -2.997 0.0 0.1 0.0
C 3.239 -1.554 -1.701 -0.1 -0.1 0.0
C 2.408 -0.868 -0.643 0.0 0.2 -0.2
O 1.210 -0.353 -1.115 -0.1 -0.1 0.0
N 2.163 -1.806 0.455 0.0 -0.1 0.1
N 1.150 -1.174 1.246 0.3 0.2 0.0
C 1.195 -1.545 2.558 0.0 0.1 0.0
C 0.340 -1.043 3.498 0.3 -0.1 0.0
Br -1.397 -0.310 2.532 -0.3 0.1 -0.3
C 0.343 -0.832 4.832 0.0 0.0 0.0
C 1.528 -0.624 5.653 0.0 0.0 0.0
C 1.377 -0.524 7.046 0.0 0.0 0.0
C 2.458 -0.300 7.883 0.0 0.0 0.0
C 3.738 -0.161 7.360 0.0 0.0 0.0
C 3.908 -0.251 5.984 0.0 0.0 0.0
C 2.830 -0.485 5.145 0.0 0.0 0.0
H 4.159 -1.880 0.520 0.0 0.0 0.0
H 6.330 -2.912 -1.992 0.0 0.0 0.0
H 5.548 -3.166 -4.343 0.0 0.0 0.0
H 3.260 -2.453 -4.967 0.0 0.0 0.0
H 1.798 -1.392 -3.248 0.0 0.0 0.0
H 3.007 -0.056 -0.201 0.0 0.0 0.0
H 1.773 -2.661 0.054 -0.1 0.0 0.0
H 1.917 -2.301 2.842 0.0 0.0 0.0
H -0.610 -0.763 5.345 0.0 0.0 0.0
H 0.383 -0.622 7.468 0.0 0.0 0.0
H 2.298 -0.230 8.953 0.0 0.0 0.0
H 4.585 0.015 8.012 0.0 0.0 0.0
H 4.896 -0.138 5.553 0.0 0.0 0.0
H 2.991 -0.546 4.076 0.0 0.0 0.0
C 1.569 2.409 3.431 0.0 0.1 0.0
O 1.798 3.570 2.625 0.1 -0.1 0.0
C 0.929 3.884 1.624 -0.1 0.0 0.0
C 0.722 5.230 1.397 -0.1 0.0 0.0
C -0.134 5.671 0.389 0.0 0.0 0.0
C -0.802 4.743 -0.374 0.0 0.0 -0.1
C -0.604 3.371 -0.174 0.0 0.0 0.0
C -1.365 2.450 -0.988 -0.1 0.0 0.0
N -1.305 1.177 -0.881 0.2 -0.1 0.0
N -2.186 0.451 -1.671 0.0 0.0 -0.1
C -2.095 -0.816 -1.368 -0.1 0.0 0.1
O -1.303 -1.323 -0.490 0.1 0.3 0.1
C -3.023 -1.753 -2.066 0.0 0.0 -0.1
C -3.827 -1.324 -3.119 0.0 0.0 0.0
C -4.683 -2.211 -3.752 0.0 0.0 0.0
C -4.747 -3.536 -3.336 0.0 0.0 0.0
C -3.948 -3.966 -2.286 0.0 0.0 0.0
C -3.087 -3.079 -1.656 0.0 0.0 0.0
C 0.300 2.917 0.803 0.1 0.2 0.2
O 0.596 1.651 1.004 -0.1 -0.3 -0.2
H 2.128 2.579 4.349 0.0 0.0 0.0
H 1.919 1.503 2.945 0.0 0.0 0.0
H 0.509 2.291 3.665 0.0 0.0 0.0
H 1.243 5.932 2.036 0.0 0.0 0.0
H -0.281 6.731 0.227 0.0 0.0 0.0
H -1.492 5.060 -1.148 0.0 0.0 0.0
H -2.073 2.866 -1.704 0.0 0.0 0.0
H -3.769 -0.289 -3.427 0.0 0.0 0.0
H -5.303 -1.871 -4.572 0.0 0.0 0.0
H -5.417 -4.229 -3.830 0.0 0.0 0.0
H -3.994 -4.997 -1.957 0.0 0.0 0.0
H -2.453 -3.396 -0.838 0.0 0.0 0.0
N 4.865 1.268 -3.184 0.0 0.0 0.0
N 3.545 1.679 -3.047 0.0 0.0 0.0
N 2.592 1.251 -3.835 0.0 -0.1 0.0
C 1.532 1.805 -3.260 -0.1 0.1 0.0
N 1.852 2.541 -2.188 0.0 0.0 0.0
N 3.155 2.453 -2.067 0.0 -0.1 -0.1
H 5.178 1.538 -4.110 0.0 0.0 0.0
H 5.388 1.790 -2.490 0.0 0.0 0.0
H 0.525 1.641 -3.605 0.0 0.1 0.0
```
Forces are in eV/Å.

Orbital gap (spin up / spin down)   5.934 / 5.679 eV
Charge   -1
2S+1   2
LUMO energy (spin up / spin down)   0.0939 / 0.0860 Eh
HOMO energy (spin up / spin down)   -3.38 / -3.34 eV



ΔE to the lowest compared entry with this formula, charge and spin values (in kJ/mol) by entry order: 99.24, 224.54, 6.84, 83.30, 415.68, 0.00.